Record 1
The following is a quantum chemistry calculation of a molecular structure, C33H40Cl7N3NiO4SbSi3 at a distorted geometry, from the OMol25 dataset.

Geometry (Å):
Sb (-1.312, 1.910, -0.327)
Ni (-1.333, -0.492, -0.151)
Cl (-1.769, -0.748, -2.951)
Cl (-0.092, -4.867, 0.800)
Cl (-7.159, -1.303, -2.671)
Cl (-1.213, -5.237, -1.876)
Cl (-4.523, -1.302, -4.374)
Cl (-4.226, -0.355, 1.776)
Cl (-7.005, -0.756, 0.406)
Si (-1.812, 3.016, -2.615)
Si (-2.852, 3.167, 1.343)
Si (0.943, 3.068, 0.237)
O (-1.360, -2.434, -0.160)
O (4.611, -6.611, -0.627)
O (-0.987, -0.079, 2.108)
O (-3.437, -3.367, -0.237)
N (5.070, -2.227, 2.780)
N (0.623, -0.717, 0.037)
N (4.099, -1.660, 3.425)
C (-4.327, -0.519, 0.051)
C (5.631, -6.829, -1.576)
C (-4.469, -0.989, -2.676)
C (1.387, -1.063, -0.978)
C (5.977, -4.885, 0.415)
C (-1.570, -4.786, -0.180)
C (2.729, -1.403, -0.816)
C (2.019, -0.742, 3.945)
C (2.231, 2.497, -0.994)
C (2.915, -1.197, 2.951)
C (6.040, -3.813, 1.300)
C (0.725, -0.377, 3.685)
C (3.669, -5.190, 0.982)
C (3.277, -1.391, 0.442)
C (-3.264, -0.720, -2.040)
C (4.917, -3.380, 2.010)
C (-2.669, 2.485, 3.064)
C (1.568, 2.768, 1.968)
C (-5.637, -0.989, -1.917)
C (-1.643, 4.889, -2.543)
C (-5.562, -0.756, -0.545)
C (4.781, -5.563, 0.237)
C (-4.605, 3.085, 0.703)
C (2.461, -1.135, 1.561)
C (0.848, 4.933, 0.047)
C (-0.657, 2.462, -3.979)
C (-3.573, 2.661, -3.125)
C (0.186, -0.404, 2.375)
C (1.117, -0.783, 1.299)
C (-2.423, 4.996, 1.406)
C (-3.151, -0.473, -0.674)
C (-2.213, -3.380, -0.181)
C (3.725, -4.114, 1.849)
H (-0.784, 3.122, -4.846)
H (-0.603, 5.198, -2.691)
H (1.847, 1.723, 2.132)
H (0.531, 5.227, -0.956)
H (-3.283, 5.558, 1.794)
H (0.392, 2.507, -3.667)
H (-2.269, -5.513, 0.202)
H (0.811, 3.024, 2.720)
H (-3.784, 1.589, -3.143)
H (-1.573, 5.180, 2.071)
H (0.072, -0.056, 4.486)
H (6.548, -7.202, -1.110)
H (2.750, -5.743, 0.842)
H (-2.244, 5.339, -3.344)
H (6.965, -3.262, 1.431)
H (-2.316, 1.453, 3.012)
H (3.211, 2.925, -0.745)
H (0.152, 5.380, 0.761)
H (5.861, -5.913, -2.129)
H (1.844, 5.360, 0.229)
H (-1.938, 3.064, 3.638)
H (4.334, -1.563, 0.566)
H (1.969, 2.814, -2.010)
H (-5.289, 3.526, 1.439)
H (5.253, -7.579, -2.265)
H (2.396, -0.730, 4.961)
H (-2.174, 5.403, 0.422)
H (2.330, 1.409, -0.997)
H (-4.287, 3.129, -2.438)
H (-4.700, 3.648, -0.231)
H (6.867, -5.172, -0.130)
H (2.455, 3.389, 2.143)
H (3.333, -1.646, -1.681)
H (-3.752, 3.061, -4.131)
H (-1.985, 5.304, -1.591)
H (2.840, -3.823, 2.403)
H (0.935, -1.027, -1.962)
H (-3.629, 2.497, 3.594)
H (-0.870, 1.439, -4.290)
H (-4.926, 2.058, 0.519)

The energy above the lowest of the compared OMol25 structures with the same formula, charge and spin comes out at 36.54 kcal per mole. As for the LUMO energy (alpha / beta): 1.882 / 1.842 eV. The calculation puts the HOMO-LUMO gap (alpha / beta) at 6.231 / 5.758 eV. Its net charge is -1.


Record 2
The following is a quantum chemistry calculation of 2 unconnected molecules or ions with the total composition C3H6N2O2 at a distorted geometry, from the OMol25 dataset.

Geometry (Å):
O (-0.471, 2.397, -1.067)
O (0.455, -1.701, 0.040)
N (0.689, 2.210, 0.974)
N (-0.058, -1.281, -0.967)
C (0.760, 1.436, 2.124)
C (-0.852, -2.160, -1.919)
C (0.058, 2.210, -0.050)
H (1.766, 1.021, 2.004)
H (-1.823, -1.720, -1.808)
H (-0.559, -1.965, -2.959)
H (0.772, 2.061, 3.059)
H (-0.042, 0.721, 2.269)
H (-0.696, -3.227, -1.699)

The structure (SMILES) is CN=C=O.CN=O. The energy above the lowest of the compared OMol25 structures with the same formula, charge and spin comes out at 105.79 kcal per mole. As for the LUMO energy: 0.043 eV. The calculation puts the HOMO-LUMO gap at 9.120 eV. Its net charge is 0.


Record 3
The following is a quantum chemistry calculation of a single C21H28N4O4 molecule, from the OMol25 dataset.

Geometry (Å):
O (1.467, 2.338, -0.188)
O (-0.753, -3.561, -1.194)
O (-1.293, -1.744, 1.043)
O (-5.327, 1.684, -1.656)
N (4.468, -0.875, -0.352)
N (3.125, 1.424, -1.429)
N (4.607, 0.010, 0.633)
N (-4.548, 0.863, 0.283)
C (4.664, 2.450, 0.223)
C (5.456, 1.161, 0.474)
C (-4.857, 1.887, -0.553)
C (0.309, -0.253, 0.052)
C (-3.263, -1.131, -0.322)
C (-2.550, -1.073, 1.032)
C (-4.650, -0.499, -0.198)
C (3.187, -1.475, 1.385)
C (-0.412, -1.437, 0.017)
C (-0.203, -2.326, -1.050)
C (-3.898, 0.961, 1.567)
C (-1.214, -4.268, -0.063)
C (1.307, -0.729, -2.071)
C (3.848, -0.310, 1.697)
C (1.914, 1.394, -0.816)
C (-2.479, 0.390, 1.483)
C (0.637, -1.931, -2.094)
C (4.041, 2.512, -1.178)
C (3.615, -1.782, 0.089)
C (1.174, 0.112, -0.970)
C (-4.619, 3.290, -0.035)
H (0.744, -2.610, -2.926)
H (-3.563, 3.453, 0.163)
H (-3.129, -1.641, 1.774)
H (-2.214, -3.952, 0.241)
H (5.333, 3.303, 0.345)
H (4.819, 2.486, -1.944)
H (-1.909, 0.972, 0.757)
H (1.930, -0.449, -2.906)
H (3.538, 0.540, -1.694)
H (-4.945, 3.986, -0.803)
H (2.496, -2.021, 1.992)
H (-1.988, 0.458, 2.455)
H (6.059, 1.277, 1.380)
H (-2.678, -0.579, -1.062)
H (-3.863, 1.995, 1.903)
H (-3.362, -2.161, -0.665)
H (3.338, -2.611, -0.531)
H (-5.146, -0.468, -1.169)
H (-0.534, -4.153, 0.784)
H (0.212, 0.406, 0.900)
H (-1.246, -5.314, -0.369)
H (3.835, 0.293, 2.583)
H (-5.191, 3.472, 0.872)
H (6.119, 0.953, -0.369)
H (3.477, 3.445, -1.267)
H (3.863, 2.535, 0.959)
H (-5.264, -1.078, 0.503)
H (-4.482, 0.382, 2.294)

The structure (SMILES) is COc1ccc(C(=O)NCCCn2cccn2)cc1OC1CCN(C(C)=O)CC1. The energy above the lowest of the compared OMol25 structures with the same formula, charge and spin comes out at 78.22 kcal per mole. As for the LUMO energy: 0.711 eV. The calculation puts the HOMO-LUMO gap at 9.207 eV. Its net charge is 0.


Record 4
The following is a quantum chemistry calculation of 3 unconnected molecules or ions with the total composition C39H36FNO10S, from the OMol25 dataset.

Geometry (Å):
S (1.782, -4.088, 2.323)
F (-2.761, -1.791, -2.377)
O (0.435, -4.135, 1.843)
O (-4.145, -4.319, 0.065)
O (-2.937, 1.115, -2.681)
O (-0.328, 5.804, -2.621)
O (2.467, -5.503, 2.040)
O (2.057, -3.812, 3.691)
O (0.871, 1.329, 1.925)
O (3.276, 3.094, 6.383)
O (-2.753, -4.632, 0.217)
O (1.643, -4.144, -3.022)
N (-0.619, -4.437, -2.756)
C (0.243, 0.039, 4.326)
C (-0.945, 4.760, -2.629)
C (2.710, -2.993, 1.291)
C (2.475, 3.603, 1.707)
C (0.564, -3.737, -2.643)
C (3.282, 4.727, 1.661)
C (3.891, 5.197, 2.820)
C (0.210, -2.429, -1.947)
C (-1.249, 4.869, -5.091)
C (-1.903, 2.795, -1.384)
C (-0.870, -2.943, -0.987)
C (1.377, 1.754, 2.944)
C (2.887, 3.413, 4.077)
C (-2.703, -3.126, -2.805)
C (1.555, 0.894, 6.623)
C (-2.149, 2.122, -0.193)
C (-4.143, -3.613, -2.944)
C (0.690, -0.187, 6.676)
C (3.698, 4.540, 4.024)
C (-1.220, 4.012, -1.370)
C (-1.689, -3.896, -1.885)
C (-1.034, 3.873, 1.021)
C (2.272, 2.945, 2.915)
C (2.708, -3.391, -0.189)
C (2.689, -2.170, -1.115)
C (2.701, 2.717, 5.385)
C (-0.787, 4.548, -0.162)
C (1.318, -1.542, -1.374)
C (-2.251, -5.048, -1.039)
C (-2.357, 3.113, -6.306)
C (1.775, 1.548, 5.417)
C (-2.564, 2.418, -5.126)
C (-2.118, 2.947, -3.921)
C (0.031, -0.614, 5.528)
C (-1.454, 4.174, -3.904)
C (-1.703, 4.340, -6.287)
C (-2.370, 2.186, -2.663)
C (-1.714, 2.660, 1.005)
C (1.125, 1.110, 4.263)
H (-0.734, 5.819, -5.056)
H (2.072, 1.242, 7.507)
H (-2.706, 2.700, -7.243)
H (1.989, 3.223, 0.818)
H (-1.892, 2.131, 1.932)
H (1.481, -0.716, -2.067)
H (-4.140, -3.368, 0.245)
H (-0.397, -3.578, -0.232)
H (3.316, -1.396, -0.661)
H (1.853, -4.038, -0.403)
H (-1.423, -5.713, -0.780)
H (-0.685, 4.286, 1.959)
H (-0.644, -1.458, 5.572)
H (3.605, -3.973, -0.406)
H (-0.309, -1.859, -2.726)
H (3.715, -2.970, 1.709)
H (-4.804, -2.820, -2.597)
H (4.518, 6.078, 2.782)
H (2.525, -5.669, 1.088)
H (-4.383, -3.803, -3.990)
H (-0.542, -5.431, -2.918)
H (-4.376, -4.502, -2.369)
H (-2.671, 1.176, -0.227)
H (3.437, 5.241, 0.721)
H (-3.005, -5.637, -1.561)
H (-1.435, -2.175, -0.471)
H (0.527, -0.700, 7.614)
H (-0.257, 5.491, -0.170)
H (0.942, -1.081, -0.454)
H (4.167, 4.888, 4.934)
H (-0.256, -0.284, 3.422)
H (-2.240, -3.097, -3.790)
H (3.160, -2.435, -2.058)
H (-3.073, 1.463, -5.118)
H (-1.546, 4.883, -7.210)
H (2.248, -2.017, 1.456)

The structure (SMILES) is C[C@@H](F)[C@]1(COO)C[C@@H](CCCCS(=O)(=O)O)C(=O)N1.O=C1c2ccccc2C(=O)c2ccccc21.O=C1c2ccccc2C(=O)c2ccccc21. As for the LUMO energy: -1.086 eV. The calculation puts the HOMO-LUMO gap at 8.649 eV. Its net charge is 0.


Record 5
The following is a quantum chemistry calculation of a single C3H3N5 molecule at a distorted geometry, from the OMol25 dataset.

Geometry (Å):
N (-1.502, -0.333, 0.528)
N (-0.063, 1.608, -0.424)
N (0.928, 1.010, -0.853)
N (0.250, -1.235, -0.623)
N (2.028, -0.543, 0.721)
C (-0.987, -1.181, -0.476)
C (-1.094, 0.850, 0.437)
C (1.135, -0.337, -0.105)
H (2.620, 0.339, 0.779)
H (-1.608, 1.701, 0.940)
H (-1.708, -1.880, -0.923)

The structure (SMILES) is [H]/N=c1/ncncnn1. The energy above the lowest of the compared OMol25 structures with the same formula, charge and spin comes out at 59.56 kcal per mole. As for the LUMO energy: -0.809 eV. The calculation puts the HOMO-LUMO gap at 8.496 eV. Its net charge is 0.


Record 6
The following is a quantum chemistry calculation of a single C3H5FN4 molecule at a distorted geometry, from the OMol25 dataset.

Geometry (Å):
F (1.730, 1.830, -0.116)
N (1.658, -1.617, -0.053)
N (0.369, -1.355, 0.143)
N (-2.276, -0.089, -0.378)
N (2.276, -0.418, -0.139)
C (1.355, 0.576, -0.032)
C (0.123, -0.016, 0.217)
C (-1.272, 0.554, 0.372)
H (-2.355, -1.059, -0.114)
H (3.285, -0.468, -0.043)
H (-1.246, 1.614, 0.094)
H (-1.497, 0.443, 1.445)
H (-2.150, 0.005, -1.396)

The structure (SMILES) is NCc1nn[nH]c1F. The energy above the lowest of the compared OMol25 structures with the same formula, charge and spin comes out at 26.17 kcal per mole. As for the LUMO energy: 0.770 eV. The calculation puts the HOMO-LUMO gap at 10.129 eV. Its net charge is 0.


One value per record, in order, for molecular weight: 1055.58; 102.09; 400.48; 729.78; 109.09; 116.10 g mol⁻¹.